No. 1
Entry from the OMol25 dataset: C35H43IN5PPt as an isolated structure at a distorted geometry (ωB97M-V with the def2-TZVPD basis set).

## Properties
- Charge: +2
- Gap between HOMO and LUMO (alpha / beta): 5.668 / 5.667 eV
- HOMO level (alpha / beta): -13.018 / -13.016 eV
- Molar mass: 886.72 g/mol
- DFT total energy: -2391.17580 Ha
- ΔE to the lowest compared entry with this formula, charge and spin: 56.0 kcal per mole
- Lowest unoccupied orbital energy (alpha / beta): -7.4 / -7.3 eV
- 2S+1: 1

CARTESIAN COORDINATES (ANGSTROEM)
1 C -1.892 5.644 -1.560
2 H 3.434 0.917 4.186
3 C -1.407 2.002 3.196
4 C 1.275 2.140 -3.337
5 H -3.388 -2.757 -4.557
6 C -1.062 -2.959 0.966
7 H -3.020 -0.606 2.016
8 C 2.897 0.176 -0.938
9 C -2.907 -1.490 1.381
10 C 0.899 -4.361 0.393
11 C 1.555 3.329 -4.011
12 C 2.243 -1.231 -2.786
13 Pt -0.294 0.073 0.678
14 C 0.109 -5.512 0.997
15 C -1.000 -1.938 -2.327
16 I -2.636 1.550 -0.408
17 C 3.547 -1.688 -2.882
18 C 0.293 2.049 -2.367
19 H -3.395 -1.279 0.418
20 C -0.157 4.423 -2.711
21 H 1.925 -4.357 0.766
22 C -1.353 -5.354 0.609
23 C -0.066 2.477 2.635
24 H 2.628 0.907 -0.180
25 H -2.415 6.559 -1.335
26 H -0.030 3.566 2.618
27 H 4.960 0.093 -0.379
28 H -3.637 -4.821 1.708
29 H -4.654 -2.522 2.103
30 C -2.326 4.440 -0.995
31 H 1.104 5.407 -4.137
32 H -1.488 0.916 3.139
33 H -1.505 2.300 4.238
34 C -1.673 -0.005 -3.603
35 H -3.184 -2.826 3.047
36 H 2.209 0.281 5.282
37 H 0.207 -5.499 2.083
38 C -3.284 -3.922 1.197
39 H -0.362 -2.368 -1.570
40 H 1.358 -1.023 2.543
41 H -3.157 -0.363 -5.097
42 N -1.851 -4.047 1.000
43 H 3.516 3.168 3.259
44 H 3.125 4.540 4.297
45 H -2.229 2.446 2.641
46 C -0.878 -0.578 -2.615
47 C 1.914 -0.290 -1.814
48 C -2.562 -0.797 -4.309
49 C 1.642 2.972 4.336
50 C -1.660 3.264 -1.242
51 C -0.516 3.189 -2.070
52 H 2.314 3.344 -4.775
53 C 2.559 0.277 4.251
54 C 2.708 3.799 3.620
55 C 0.877 4.462 -3.667
56 H 0.063 2.105 1.592
57 H 0.786 -2.255 0.634
58 H 3.803 -2.412 -3.640
59 H -0.515 6.524 -2.923
60 H 2.284 4.324 2.766
61 C 4.523 -1.213 -2.018
62 N -1.496 -1.731 1.169
63 H 0.936 -4.461 -0.700
64 N 0.972 -0.088 2.454
65 H -1.959 -6.110 1.111
66 H 5.539 -1.567 -2.109
67 H 1.856 1.266 -3.587
68 C -2.688 -2.145 -4.011
69 H -1.475 -5.483 -0.474
70 H 0.843 3.621 4.698
71 C -3.580 -2.691 2.039
72 C -1.906 -2.716 -3.019
73 C -0.838 5.623 -2.424
74 C 4.197 -0.278 -1.046
75 H 1.487 -1.593 -3.469
76 P 0.243 0.396 -1.580
77 H 2.071 2.476 5.205
78 H -2.000 -3.767 -2.789
79 H 2.862 -0.738 4.009
80 N 0.269 -3.117 0.773
81 H 0.487 -6.464 0.631
82 H -1.591 1.049 -3.834
83 C 1.475 0.745 3.329
84 N 1.044 1.999 3.435
85 H -3.791 -3.853 0.227
86 H -3.214 4.436 -0.380

---

No. 2
Entry from the OMol25 dataset: a 2-piece molecular cluster, C35H43N2O overall at a distorted geometry (ωB97M-V with the def2-TZVPD basis set).

## Properties
- Charge: +1
- Gap between HOMO and LUMO: 3.833 eV
- HOMO level: -9.230 eV
- Molar mass: 507.74 g/mol
- DFT total energy: -1543.98685 Ha
- ΔE to the lowest compared entry with this formula, charge and spin: 32.4 kcal per mole
- Lowest unoccupied orbital energy: -5.4 eV
- 2S+1: 1

CARTESIAN COORDINATES (ANGSTROEM)
1 O 1.127 -0.256 5.149
2 H -5.416 6.120 2.269
3 H -0.405 -2.384 -1.113
4 H -1.633 -0.465 3.571
5 C -4.719 5.357 2.636
6 C 0.688 -1.693 3.322
7 H 0.119 0.000 0.009
8 C -0.283 -0.478 -2.067
9 C 0.288 -3.353 1.531
10 C 1.275 1.844 -3.591
11 H 0.119 3.300 0.699
12 C 5.875 -4.367 3.303
13 H 6.379 -5.024 4.014
14 C 6.616 -3.789 2.266
15 H 1.175 0.895 -1.107
16 C -2.078 -1.530 -3.944
17 C -3.997 4.684 1.513
18 H 8.634 -3.060 2.228
19 H -1.275 -4.433 -2.730
20 H -0.002 4.609 -0.520
21 H -0.374 3.649 -2.240
22 C -0.621 2.596 -2.032
23 C -2.127 -3.739 -2.726
24 H -0.580 -1.356 1.557
25 C -0.706 0.312 -3.155
26 H -2.754 -0.052 -5.897
27 H -2.042 5.283 2.175
28 H -4.607 1.570 -1.667
29 C -1.895 4.056 0.423
30 N 2.440 -3.113 2.526
31 C -4.059 3.292 -0.485
32 H -5.937 2.682 -1.288
33 C -2.600 4.713 1.425
34 H 2.091 -4.426 0.950
35 C 0.325 -0.649 4.309
36 H -0.741 2.222 -4.139
37 C 0.651 -0.051 -0.957
38 C 1.930 -2.221 3.454
39 C -2.092 0.577 -5.287
40 H -5.797 3.994 0.538
41 C -2.023 2.519 -1.596
42 C -4.876 2.628 -1.552
43 H -0.144 4.966 1.201
44 H 6.536 -2.502 0.542
45 C -2.617 3.270 -0.562
46 H 8.331 -4.399 1.133
47 H 4.051 -2.207 0.630
48 C 8.089 -4.006 2.126
49 H 2.657 -1.925 4.215
50 C -0.405 4.229 0.430
51 N -0.950 -0.172 4.251
52 H -4.753 3.117 -2.532
53 C -0.291 -2.189 2.274
54 C -4.705 3.990 0.526
55 C 1.611 -3.674 1.592
56 C -1.601 -0.227 -4.103
57 C -0.232 1.754 -3.287
58 C 4.580 -2.798 1.391
59 H -4.006 5.833 3.314
60 H 3.927 -4.519 4.275
61 C -0.766 -1.781 -1.949
62 H 0.002 2.268 -1.193
63 H 1.574 2.882 -3.782
64 H -2.667 -3.891 -1.782
65 C 3.850 -3.348 2.458
66 C 4.507 -4.108 3.439
67 H 1.511 1.265 -4.492
68 H 1.888 1.444 -2.777
69 H -2.778 -1.931 -4.682
70 H 8.461 -4.702 2.878
71 H -1.268 0.917 -5.935
72 H -0.369 -3.970 0.919
73 H -5.316 4.638 3.210
74 C 5.958 -2.983 1.334
75 C -1.660 -2.324 -2.872
76 H -2.792 -3.994 -3.557
77 H -1.223 -2.524 2.772
78 H -2.663 1.914 -2.241
79 H -2.674 1.466 -4.990
80 H -1.190 0.565 4.882
81 H 1.440 -0.808 -0.828

---

No. 3
Entry from the OMol25 dataset: C35H44CuN9OS as an isolated structure at a distorted geometry (ωB97M-V with the def2-TZVPD basis set).

## Properties
- Charge: +1
- Gap between HOMO and LUMO (alpha / beta): 7.715 / 6.379 eV
- HOMO level (alpha / beta): -9.822 / -9.799 eV
- Molar mass: 702.41 g/mol
- DFT total energy: -3966.59276 Ha
- ΔE to the lowest compared entry with this formula, charge and spin: 10.1 kcal per mole
- Expectation value of S²: 0.7551
- Lowest unoccupied orbital energy (alpha / beta): -2.1 / -3.4 eV
- 2S+1: 2

CARTESIAN COORDINATES (ANGSTROEM)
1 C -0.739 0.246 5.602
2 H -3.501 -0.670 -3.991
3 C -0.335 -3.368 3.235
4 C -2.470 2.693 -0.952
5 H 2.692 -0.158 -7.495
6 H -2.532 0.438 -4.956
7 C -3.105 1.369 1.095
8 C -1.180 -0.943 5.034
9 C -0.796 -1.261 -3.353
10 C 1.646 0.812 -3.132
11 H 1.608 1.190 -5.751
12 C -3.724 -0.482 2.432
13 H -3.581 0.970 -3.602
14 C -4.286 1.972 1.480
15 C 4.860 1.500 1.976
16 H 0.188 -5.754 3.931
17 H 5.151 0.443 1.944
18 H -1.014 0.632 6.536
19 C -5.255 1.350 2.259
20 H 2.184 1.343 2.562
21 C -2.764 0.078 1.584
22 C -4.966 0.072 2.718
23 C 2.136 0.326 -5.440
24 H 1.558 2.457 1.654
25 C -2.856 0.196 -3.928
26 C 0.042 0.821 4.599
27 C 2.280 -0.084 -4.144
28 H 5.015 0.493 -0.554
29 Cu 0.072 0.482 1.496
30 H 3.100 3.716 1.600
31 N -1.582 -0.529 1.248
32 C 0.932 -0.978 -1.465
33 H 1.702 0.807 -1.151
34 H -0.775 -6.560 2.688
35 H -4.523 3.029 1.235
36 C -1.703 -2.958 0.850
37 H -5.652 -0.427 3.330
38 H -6.983 1.977 3.439
39 N 0.047 -1.631 -2.194
40 C 2.831 -0.365 -6.425
41 H 0.422 1.812 4.516
42 C 4.777 1.529 -0.535
43 H 0.982 -5.982 2.402
44 H -1.597 -5.059 0.523
45 C -1.280 -4.223 1.199
46 N -0.715 -1.026 3.769
47 H 3.260 -1.375 -2.682
48 H 4.106 -2.043 -6.767
49 C 3.612 -1.474 -6.058
50 H 5.651 2.206 -0.652
51 C -0.339 2.618 -0.643
52 H 2.850 0.225 0.472
53 O 1.484 2.005 -3.210
54 H -2.007 -0.266 -1.977
55 N 2.730 1.214 0.595
56 H 4.366 -2.747 -4.483
57 N -0.868 2.050 0.407
58 H -1.171 3.556 -2.489
59 C 3.113 -1.151 -3.730
60 H -1.741 -1.793 5.440
61 H -3.523 2.742 -1.397
62 N -2.186 2.060 0.201
63 C 0.039 -5.801 2.838
64 C -1.299 3.061 -1.550
65 H 4.680 4.037 0.681
66 H 4.380 1.691 2.878
67 N 1.314 0.256 -1.844
68 H 4.087 1.600 -1.400
69 H -0.125 -1.210 -4.238
70 C 3.993 1.944 0.698
71 H -1.059 0.887 -2.912
72 H -1.441 -2.104 -3.520
73 H 0.716 2.814 -0.752
74 C -6.612 1.957 2.421
75 C 3.736 3.442 0.708
76 C -0.525 -4.457 2.354
77 H 3.077 3.746 -0.097
78 H -3.437 -1.442 2.821
79 C -1.404 -1.868 1.649
80 H -2.291 -2.811 -0.062
81 N 0.097 0.020 3.537
82 C -0.810 -2.112 2.871
83 H 5.777 2.050 1.929
84 C -1.662 -0.049 -2.988
85 H -0.137 -2.552 -1.820
86 H -6.614 2.998 2.123
87 S 1.598 -1.693 -0.126
88 H 0.175 -3.576 4.166
89 H -7.407 1.437 1.840
90 C 3.707 -1.868 -4.722
91 N 1.796 1.479 1.620